(1)
Computed, not measured: a 2-piece molecular cluster, C21H30N2O7 overall, with ωB97M-V/def2-TZVPD.

Structure (XYZ):
```
60
Properties=species:S:1:pos:R:3:forces:R:3
H 2.9725 -0.0926 0.9429 0.0 0.0 0.0
N 2.4397 -0.7358 0.3603 -0.1 0.1 -0.4
C 2.1058 -0.1687 -0.7219 0.1 0.0 0.4
C 1.3170 -0.8493 -1.8090 0.0 -0.1 0.0
C 0.3990 -1.9866 -1.3838 -0.1 -0.2 0.2
C -0.6494 -1.6361 -0.3019 0.1 0.3 0.1
C -0.8210 -0.1504 0.0715 0.0 -0.3 0.3
C -2.1148 0.1321 0.8638 0.0 0.4 0.0
C -1.8238 1.1752 1.9531 0.0 -0.1 -0.1
C -3.2328 0.6739 -0.0384 0.2 -0.1 -0.1
C -3.6663 -0.2496 -1.1842 -0.3 0.4 0.0
C -4.5775 0.4358 -2.1775 0.3 0.2 -0.3
C -4.1933 1.3593 -3.0686 -0.3 -0.4 0.1
C -2.7505 1.7732 -3.2533 0.0 0.0 0.1
C -5.2175 1.9948 -3.9930 0.2 -0.1 0.3
O 1.2184 -3.0710 -0.8599 0.0 0.3 -0.2
C 0.8366 -4.2420 -1.3652 0.3 -0.6 0.3
O 1.2526 -5.3083 -1.0353 -0.2 0.4 -0.2
O -0.1200 -4.0646 -2.3223 -0.1 0.0 0.0
C -0.2334 -2.7054 -2.6348 0.0 0.2 -0.2
O 0.4867 -2.5130 -3.8129 0.0 0.0 0.2
O -1.5606 -2.3818 -2.8707 0.0 0.0 0.0
H 2.3677 0.8763 -0.9269 0.0 -0.1 -0.1
H 0.7216 -0.0979 -2.3366 0.0 0.0 0.0
H 2.0225 -1.2507 -2.5416 0.0 0.1 0.0
H -1.6246 -2.0344 -0.5728 0.1 -0.1 -0.1
H -0.3333 -2.1625 0.6007 0.0 0.0 0.0
H 0.0171 0.1175 0.7158 0.0 0.1 -0.1
H -0.7741 0.5035 -0.8037 -0.1 0.0 -0.1
H -2.4331 -0.7944 1.3542 -0.1 0.0 -0.1
H -2.7469 1.5615 2.3917 0.0 0.0 0.0
H -1.2783 2.0151 1.5134 0.0 0.0 0.1
H -1.2107 0.7609 2.7549 0.1 0.0 -0.1
H -2.8683 1.6200 -0.4514 -0.1 0.0 0.0
H -4.1099 0.9283 0.5638 0.0 0.0 0.0
H -4.2132 -1.0818 -0.7338 0.2 -0.2 -0.1
H -2.8004 -0.6416 -1.7201 0.0 0.0 0.1
H -5.6183 0.1186 -2.1965 0.0 0.1 0.1
H -2.1329 0.8920 -3.4577 0.0 0.0 0.0
H -2.3182 2.2636 -2.3790 -0.1 0.0 0.0
H -2.6527 2.4624 -4.0922 0.1 -0.1 0.0
H -5.9516 1.2596 -4.3254 0.0 0.1 0.0
H -5.7405 2.7917 -3.4584 0.0 0.0 -0.2
H -4.7376 2.4288 -4.8697 -0.1 0.0 0.0
H 0.2214 -1.6708 -4.2000 -0.1 0.0 0.0
H -2.1220 -3.1076 -2.5718 0.1 0.0 0.0
O 2.0313 0.3057 3.4284 -0.1 -0.1 0.0
N 2.6627 1.3157 3.6595 0.1 0.0 0.0
O 2.2276 2.4441 3.5564 0.0 0.1 0.0
C 4.0646 1.1556 4.0816 0.1 0.0 0.0
C 4.5941 -0.1196 4.1541 0.0 -0.1 0.0
C 5.9172 -0.2656 4.5386 0.0 0.1 0.0
C 6.6819 0.8526 4.8437 0.0 0.0 0.0
C 6.1271 2.1236 4.7666 0.0 -0.1 0.0
C 4.8062 2.2833 4.3808 0.0 0.1 0.0
H 3.9865 -0.9791 3.9130 -0.1 0.0 0.0
H 6.3505 -1.2541 4.5987 0.0 0.0 0.0
H 7.7150 0.7333 5.1418 0.0 0.0 0.0
H 6.7237 2.9927 5.0063 0.0 0.0 0.0
H 4.3604 3.2642 4.3152 -0.1 0.0 0.0
```
Forces are in eV/Å.

Calculated values
Charge: 0

Atomic partial charges in e from the Löwdin method, atoms 1 to 4: H 0.043; N 0.141; C -0.219; C -0.091

(2)
Computed, not measured: an isolated ion of composition C4H13N5 and charge +2 in a non-equilibrium geometry, with ωB97M-V/def2-TZVPD.

Structure (XYZ):
```
22
Properties=species:S:1:pos:R:3:forces:R:3
C -2.8984 -0.4697 0.0244 -1.3 -0.7 0.0
N -1.6684 0.2612 0.0018 0.7 0.1 0.0
C -1.6620 1.6922 -0.0265 0.3 1.0 0.0
N -0.5309 -0.3632 0.0116 1.2 -0.5 0.0
N 0.5784 0.2591 0.0027 -1.2 1.1 0.0
N 1.7373 -0.4336 -0.0011 -0.1 -0.9 0.0
C 1.7607 -1.8876 -0.0152 0.0 -0.7 0.0
C 2.8638 0.2752 0.0040 0.2 0.6 0.0
N 2.9251 1.5725 0.0181 -0.2 -0.1 0.0
H -2.7323 -1.5463 0.0552 0.1 0.0 0.0
H -3.4913 -0.1842 0.8988 0.2 0.0 0.0
H -3.4945 -0.2348 -0.8628 0.2 0.0 0.0
H -1.1141 2.0521 -0.9012 0.0 0.0 0.0
H -2.6824 2.0651 -0.0675 0.0 -0.2 0.0
H -1.1732 2.0911 0.8664 0.0 0.0 0.0
H -0.5908 -1.3977 0.0254 0.0 0.3 0.0
H 1.2963 -2.2966 0.8856 0.0 0.1 0.0
H 2.7898 -2.2382 -0.0350 0.0 0.1 0.0
H 1.2686 -2.2771 -0.9100 0.0 0.1 0.0
H 3.7896 -0.2917 -0.0035 -0.1 0.0 0.0
H 3.8202 2.0503 0.0207 0.0 -0.1 0.0
H 2.0898 2.1475 0.0265 0.1 -0.1 0.0
```
Forces are in eV/Å.

Calculated values
Charge: +2

Atomic partial charges in e from the Löwdin method, atoms 1 to 4: C 0.029; N -0.165; C 0.018; N 0.102

(3)
Computed, not measured: an isolated ion of composition C6H5ClN5 and charge +1 in a non-equilibrium geometry, with ωB97M-V/def2-TZVPD.

Structure (XYZ):
```
17
Properties=species:S:1:pos:R:3:forces:R:3
C 0.3502 3.1120 0.8699 0.0 0.0 -0.4
C -0.6413 -0.0113 1.7860 0.9 2.9 -0.1
C 0.0337 1.1798 -0.6157 -0.3 2.5 0.4
C -0.0284 -1.3094 -0.9064 -1.0 2.0 -0.3
C 0.6416 1.7414 0.7001 -1.5 -2.3 0.7
C -1.0152 -2.1983 -0.4436 0.7 2.0 -0.1
N -0.0751 4.1566 0.9402 -0.5 2.0 0.2
N -1.3952 -0.9489 1.9356 -0.5 -2.1 1.7
N -0.2683 0.0349 -0.8783 0.6 -3.6 -1.3
N -0.0329 1.0201 1.7605 0.0 -0.6 0.0
N 1.1183 -1.7139 -1.4815 -1.3 0.1 1.2
Cl -2.1586 -1.4749 0.5236 -0.7 -0.5 -0.9
H -0.3354 1.9518 -1.2633 0.1 0.7 -0.6
H 1.6604 1.5475 0.7325 2.2 -0.3 0.0
H -0.8140 -3.2066 -0.2987 0.1 -1.6 0.2
H 1.3134 -2.6213 -1.1721 1.0 -1.5 -0.4
H 1.6468 -1.2595 -2.1888 0.2 0.5 -0.3
```
Forces are in eV/Å.

Calculated values
Charge: +1

Atomic partial charges in e from the Löwdin method, atoms 1 to 4: C -0.177; C -0.281; C -0.003; C -0.386

(4)
Computed, not measured: one molecule with the formula C14H19N3O6 in a non-equilibrium geometry, with ωB97M-V/def2-TZVPD.

Structure (XYZ):
```
42
Properties=species:S:1:pos:R:3:forces:R:3
C 5.0189 0.4286 -0.9414 -0.1 0.0 -0.1
C 4.4582 -0.6366 -1.8859 0.1 -0.1 0.1
C 5.2062 -1.9639 -1.7197 -0.1 0.1 -0.1
C 3.0028 -0.8511 -1.6515 -0.1 -0.2 1.0
O 2.1845 -0.7281 -2.6893 0.8 0.1 0.1
N 0.8968 -0.9699 -2.3202 -1.4 -0.2 0.2
C 0.8958 -1.2246 -1.0463 0.9 -0.1 -0.1
C -0.2963 -1.7451 -0.2958 -0.2 0.1 -0.2
O -0.4276 -2.9471 -0.1828 0.1 -0.2 0.0
N -1.1319 -0.8260 0.1984 -0.2 0.0 0.0
C -0.9488 0.5992 0.0177 0.1 0.5 -0.1
C -1.7202 1.3636 1.0836 -0.3 0.0 -0.1
C -3.2334 1.0999 0.9778 0.4 -0.4 -0.1
C -3.4914 -0.3540 0.5330 0.1 0.3 0.1
C -2.3255 -1.2587 0.8987 -0.3 -0.3 0.1
O -3.8138 1.3788 2.2400 0.3 0.0 0.1
C -4.9634 2.1680 2.0318 -0.3 0.1 -0.3
C -4.6258 2.9105 0.7377 0.0 0.2 0.4
O -3.8464 1.9679 0.0357 0.0 -0.3 -0.1
C 2.2335 -1.1646 -0.5428 -0.3 0.3 -1.6
N 2.5821 -1.3416 0.8166 0.2 0.1 0.1
O 1.6861 -1.2177 1.6253 -0.2 0.0 0.2
O 3.7402 -1.5798 1.0892 0.3 -0.1 0.2
H 6.0535 0.6308 -1.2029 0.1 0.0 0.0
H 4.9901 0.0774 0.0864 0.0 0.0 0.0
H 4.4547 1.3551 -1.0209 0.0 0.1 0.0
H 4.5549 -0.2946 -2.9217 -0.1 0.0 0.1
H 6.2558 -1.8175 -1.9576 0.1 0.0 0.0
H 4.8002 -2.7209 -2.3862 0.0 -0.1 -0.1
H 5.1266 -2.3122 -0.6936 0.0 0.0 0.0
H 0.1149 0.8405 0.0987 -0.1 0.0 -0.1
H -1.2995 0.9028 -0.9770 0.1 0.0 0.1
H -1.5422 2.4331 0.9701 0.0 0.0 0.0
H -1.3936 1.0620 2.0785 0.1 0.0 0.0
H -4.4035 -0.7123 1.0101 0.0 0.0 0.0
H -3.6411 -0.3504 -0.5474 0.0 -0.1 0.0
H -2.1536 -1.2362 1.9801 0.0 -0.1 0.0
H -2.5187 -2.2922 0.6023 0.0 0.1 0.1
H -5.8498 1.5329 1.8998 0.0 0.1 0.0
H -5.0952 2.8173 2.8961 -0.1 0.0 -0.1
H -4.0399 3.8160 0.9456 -0.1 0.0 0.0
H -5.4944 3.1608 0.1297 0.0 0.0 0.1
```
Forces are in eV/Å.

Calculated values
Charge: 0

Atomic partial charges in e from the Löwdin method, atoms 1 to 4: C -0.047; C -0.327; C -0.043; C -0.149

(5)
Computed, not measured: C14H21N7O4SSc as an isolated structure in a non-equilibrium geometry, with ωB97M-V/def2-TZVPD.

Structure (XYZ):
```
48
Properties=species:S:1:pos:R:3:forces:R:3
Sc 0.3257 -0.0289 -0.3917 -0.4 -0.9 0.5
N -3.4860 1.6685 0.9960 0.1 0.0 0.0
C -2.3774 1.7418 1.9645 0.1 -0.1 0.2
C -1.1857 2.4906 1.3841 -0.2 0.2 -0.4
O -1.0586 3.6814 1.6973 0.1 0.0 0.2
N -0.5163 1.8664 0.3962 0.0 0.0 0.0
C 0.2051 2.8262 -0.4482 0.1 0.1 -0.1
C 0.3285 2.3337 -1.8863 0.0 -0.3 -0.1
O 0.6115 3.0967 -2.7883 0.0 0.1 0.0
O 0.1154 1.0449 -2.0483 0.1 0.4 -0.3
H -3.9052 2.5904 0.9333 0.0 0.0 0.0
H -3.0640 1.5126 0.0840 0.0 0.0 0.0
H -2.1046 0.7384 2.2811 0.0 -0.1 0.0
H -2.7172 2.2837 2.8452 0.0 0.0 0.0
H 1.2235 3.0028 -0.0898 0.0 0.1 0.0
H -0.2876 3.7989 -0.4594 -0.1 0.0 0.0
N 0.4700 -4.7052 -0.5536 0.0 0.0 0.0
C 0.8975 -3.3951 -0.3889 0.0 -0.1 0.0
S 0.8904 -2.3750 -1.7849 -0.1 0.0 0.0
N 1.2499 -3.0728 0.8227 0.0 0.2 -0.1
N 1.6148 -1.7154 0.8960 0.1 -0.1 0.0
C 2.6347 -1.5060 1.6350 0.0 0.1 0.0
C 3.2991 -0.2225 1.7674 0.0 -0.2 0.1
C 4.2771 -0.0652 2.7542 0.0 0.0 0.0
C 5.0100 1.0983 2.8633 0.0 0.0 0.0
C 4.7790 2.1211 1.9383 0.0 0.0 0.0
C 3.8379 1.9827 0.9411 0.1 0.0 0.1
C 3.0596 0.8128 0.8379 -0.2 0.0 -0.2
O 2.1661 0.6933 -0.1023 0.2 0.3 0.1
H 0.5451 -5.0478 -1.4968 0.0 0.0 0.0
H 0.8151 -5.3338 0.1571 0.0 0.0 0.0
H 3.0727 -2.3606 2.1556 0.0 0.0 0.0
H 4.4533 -0.8874 3.4408 0.0 0.0 0.0
H 5.7546 1.2115 3.6399 0.0 0.0 0.0
H 5.3512 3.0397 2.0002 0.0 0.0 0.0
H 3.6639 2.7669 0.2158 0.0 0.0 0.0
N -1.1000 -1.3349 1.2337 0.1 0.0 -0.1
C -2.4699 -1.6612 0.8239 0.0 0.0 0.0
C -2.4538 -1.9930 -0.6564 -0.1 0.0 -0.1
N -1.8634 -0.8717 -1.3821 0.1 0.2 0.0
H -0.5420 -2.1863 1.2797 0.0 0.0 0.0
H -1.0754 -0.9346 2.1626 0.0 0.1 0.0
H -3.1089 -0.7968 1.0078 0.0 0.0 0.0
H -2.8866 -2.5040 1.3872 0.0 0.0 0.0
H -3.4649 -2.2491 -0.9930 0.0 0.0 0.0
H -1.8200 -2.8647 -0.8332 0.0 0.0 0.0
H -2.5217 -0.1131 -1.5168 0.0 0.0 0.0
H -1.5128 -1.1449 -2.2922 0.0 0.0 0.0
```
Forces are in eV/Å.

Calculated values
Charge: -1

Atomic partial charges in e from the Löwdin method, atoms 1 to 4: Sc 0.904; N 0.006; C -0.206; C -0.559

(6)
Computed, not measured: C21H20ClN6O8S2Sc as an isolated structure in a non-equilibrium geometry, with ωB97M-V/def2-TZVPD.

Structure (XYZ):
```
59
Properties=species:S:1:pos:R:3:forces:R:3
Sc -0.6650 0.3927 -0.2801 0.0 0.2 2.0
C 0.0698 -0.5477 2.8609 -0.1 0.0 0.1
N -0.9368 0.3254 2.2346 0.1 0.0 -0.1
C -0.9515 1.6978 2.7602 0.0 0.0 0.1
C -0.1045 2.5872 1.9016 0.0 -0.1 0.1
N 0.2738 2.2472 0.7019 -0.1 0.1 -0.3
C 0.9573 3.3459 0.1812 0.0 -0.2 0.0
C 1.5537 3.5198 -1.0650 0.0 0.0 0.0
C 2.1709 4.7324 -1.2953 0.0 0.0 0.1
C 2.1995 5.7421 -0.3169 0.0 0.0 -0.1
C 1.6114 5.5747 0.9214 0.0 0.0 -0.1
C 0.9876 4.3525 1.1415 0.0 0.1 0.2
N 0.3040 3.8349 2.2411 0.0 -0.1 -0.1
C 1.1096 -1.0104 1.8900 -0.1 0.1 0.2
N 1.2673 -0.5068 0.6977 -0.1 -0.1 -0.2
C 2.3191 -1.2256 0.1256 0.0 0.2 -0.2
C 2.9024 -1.1121 -1.1328 0.0 0.1 -0.1
C 3.9490 -1.9645 -1.4196 0.0 -0.1 0.1
C 4.4084 -2.9114 -0.4871 -0.1 0.1 0.0
C 3.8351 -3.0279 0.7654 0.0 0.1 -0.2
C 2.7856 -2.1615 1.0392 0.0 -0.2 0.4
N 1.9952 -1.9909 2.1755 0.1 0.0 -0.2
H -0.4161 -1.4162 3.3144 0.0 0.0 -0.1
H 0.5770 -0.0075 3.6699 -0.1 -0.1 0.0
H -1.8626 -0.0854 2.3248 0.1 0.0 0.1
H -0.5993 1.7360 3.7988 -0.1 0.0 0.0
H -1.9779 2.0681 2.7388 0.0 0.0 0.0
H 1.5187 2.7463 -1.8224 0.0 0.0 0.0
H 2.6369 4.9117 -2.2532 0.0 0.0 0.0
H 2.6934 6.6772 -0.5439 0.0 0.0 0.0
H 1.6372 6.3555 1.6683 0.0 0.0 0.0
H 0.0908 4.3083 3.1032 0.0 0.0 -0.1
H 2.5396 -0.3973 -1.8637 0.0 -0.1 0.1
H 4.4230 -1.9060 -2.3884 0.0 0.0 0.0
H 5.2263 -3.5635 -0.7575 0.0 0.0 0.0
H 4.1844 -3.7550 1.4836 0.0 0.0 0.0
H 1.9797 -2.5768 2.9930 0.0 0.0 -0.1
O -4.6218 1.2729 -0.5398 0.2 0.0 0.2
Cl -3.5319 0.9742 0.3091 0.9 -0.1 -0.8
O -3.9473 0.6342 1.6361 0.1 0.1 -0.1
O -2.5224 2.0434 0.3373 -0.6 -0.4 0.1
O -2.7406 -0.1784 -0.2610 -0.8 0.3 0.3
S -1.2181 -2.7574 0.7653 0.0 0.0 0.0
C -2.2192 -3.2948 -0.4991 -0.1 0.1 -0.1
N -2.1606 -2.6658 -1.6985 0.4 0.5 -0.1
C -2.9260 -2.9502 -2.7727 0.0 0.0 0.1
C -3.8351 -3.9614 -2.7093 0.0 0.0 0.1
C -3.9374 -4.6701 -1.4956 -0.1 0.0 -0.2
C -3.1601 -4.3497 -0.4209 0.2 0.1 0.2
H -1.4753 -1.8844 -1.7753 -0.3 -0.6 -0.1
H -2.7600 -2.3162 -3.6322 0.0 0.0 0.0
H -4.4541 -4.1879 -3.5621 0.0 0.0 0.0
H -4.6527 -5.4768 -1.4051 0.0 0.0 0.0
H -3.2445 -4.8766 0.5178 0.0 0.0 0.0
O -0.8394 1.4234 -1.9730 0.2 0.1 -0.7
S -0.2426 0.3416 -2.8953 0.1 0.3 -0.1
O -1.1812 -0.1077 -3.8796 -0.1 0.0 0.0
O -0.0826 -0.7563 -1.8071 0.1 -0.4 -0.5
O 1.0599 0.7547 -3.3462 0.0 0.0 -0.1
```
Forces are in eV/Å.

Calculated values
Charge: 0

Atomic partial charges in e from the Löwdin method, atoms 1 to 4: Sc 0.934; C -0.131; N -0.075; C -0.111

HOMO values (in eV) by entry order: -8.79, -17.53, -13.94, -9.41, -5.09, -7.90.